# 1
Density functional theory data (ωB97M-V/def2-TZVPD) for a structure of composition C29H40NO3P2PdSi.

Last column: Löwdin spin population.
CARTESIAN COORDINATES (ANGSTROEM)
C  -2.981  1.725  -4.629  0.16
C  -2.262  1.685  -3.405  0.03
N  -1.352  0.632  -3.226  0.20
C  -0.914  -0.077  -4.275  0.03
C  -1.446  0.127  -5.547  0.15
C  -2.529  0.983  -5.712  0.00
C  -2.458  2.627  -2.392  0.44
P  -1.568  2.363  -0.881  0.18
Pd  -0.859  0.201  -1.225  1.39
P  0.563  -1.612  -2.455  0.41
C  0.221  -1.076  -4.150  0.03
O  -6.218  1.037  -1.644  0.00
O  -4.786  -0.218  2.063  0.00
H  -3.865  2.367  -4.694  0.01
H  -1.033  -0.449  -6.361  0.01
H  -2.955  1.129  -6.707  0.00
C  -0.273  3.612  -1.081  0.06
C  -2.372  2.655  0.741  0.03
H  0.012  -1.929  -4.813  0.00
H  1.143  -0.640  -4.568  0.01
H  -5.388  1.514  -1.571  0.00
H  -3.136  3.460  -2.564  0.02
C  2.236  -2.174  -2.103  0.04
C  -0.539  -3.048  -2.114  0.13
H  -1.368  -1.510  -0.886  0.06
H  -4.227  -0.954  2.373  0.00
H  -4.717  -0.352  1.122  0.00
H  -5.989  0.133  -1.977  0.00
H  0.879  -0.237  -1.679  0.24
H  -1.900  -1.245  -1.428  0.05
H  -0.803  4.575  -0.983  0.01
H  0.552  3.487  -0.362  0.00
H  0.054  3.467  -2.123  0.00
H  -3.016  3.547  0.658  0.00
H  -2.986  1.789  1.071  0.00
H  -1.589  2.841  1.505  0.00
H  -0.340  -3.921  -2.733  0.02
H  -0.481  -3.300  -1.050  0.00
H  -1.589  -2.833  -2.308  0.01
H  2.602  -2.982  -2.754  0.01
H  2.914  -1.316  -2.205  0.01
H  2.294  -2.530  -1.065  0.00
O  -0.329  -0.302  0.760  0.19
Si  0.916  -0.330  1.779  0.02
C  2.054  -1.820  1.563  0.00
C  3.449  -1.721  1.578  0.00
C  4.234  -2.871  1.377  0.00
C  3.641  -4.126  1.231  0.00
C  2.244  -4.227  1.277  0.00
C  1.453  -3.085  1.424  0.00
C  1.928  1.192  1.515  0.00
C  1.790  2.308  2.351  0.00
C  2.521  3.479  2.106  0.00
C  3.437  3.545  1.041  0.00
C  3.584  2.423  0.206  0.00
C  2.829  1.260  0.441  0.01
C  0.403  -0.459  3.608  0.01
C  -0.606  0.412  4.074  0.00
C  -1.090  0.309  5.378  0.00
C  -0.607  -0.692  6.240  0.00
C  0.424  -1.519  5.802  0.00
C  0.956  -1.380  4.502  0.00
H  3.943  -0.760  1.751  0.00
H  5.320  -2.775  1.342  0.00
H  4.259  -5.021  1.096  0.00
H  1.771  -5.205  1.191  0.00
H  0.360  -3.174  1.472  0.00
H  1.134  2.265  3.220  0.00
H  2.396  4.353  2.754  0.00
H  4.041  4.451  0.865  0.00
H  4.304  2.452  -0.626  0.00
H  2.982  0.396  -0.215  0.01
H  -1.004  1.179  3.400  0.00
H  -1.864  0.995  5.718  0.00
H  -1.021  -0.796  7.247  0.00
H  0.818  -2.294  6.461  0.00
H  1.798  -2.011  4.206  0.00

Computed properties:
* spin multiplicity: 5
* HOMO energy (alpha / beta): -0.30171 / -0.39708 Eh
* net charge: +1
* gap between HOMO and LUMO (alpha / beta): 5.18 / 5.11 eV
* expectation value of S²: 6.051

=====

# 2
Density functional theory data (ωB97M-V/def2-TZVPD) for a cluster of 7 separate species, C29H40O22S in total.

Last column: Löwdin charge in e.
CARTESIAN COORDINATES (ANGSTROEM)
C  12.901  -0.716  0.702  -0.15
C  12.008  -2.010  0.174  -0.22
C  10.413  -1.906  0.539  -0.15
O  10.050  -2.691  1.765  -0.24
O  9.252  -3.696  1.420  -0.35
S  7.695  -3.271  2.045  1.08
O  7.551  -1.712  2.002  -0.44
O  6.442  -3.834  1.011  -0.39
C  5.230  -3.896  1.895  -0.24
C  4.045  -2.854  1.439  -0.11
C  4.058  -1.292  2.014  -0.01
C  2.935  -0.161  1.569  -0.03
C  1.743  -0.579  0.511  -0.17
C  0.696  0.652  0.088  -0.10
C  1.647  -2.115  -0.053  -0.02
C  2.790  -3.227  0.415  -0.02
H  12.672  -0.460  1.836  0.09
H  14.038  -1.035  0.531  0.08
H  12.591  0.191  -0.004  0.08
H  12.420  -2.971  0.738  0.12
H  12.136  -2.059  -0.990  0.11
H  10.100  -0.767  0.710  0.15
H  9.750  -2.354  -0.325  0.14
H  5.536  -3.615  3.009  0.12
H  4.802  -4.979  1.784  0.13
H  4.889  -0.932  2.775  0.09
H  2.995  0.949  1.981  0.09
H  -0.388  0.270  -0.133  0.08
H  0.749  1.561  0.827  0.08
H  1.123  1.059  -0.950  0.08
H  0.781  -2.422  -0.783  0.09
H  2.735  -4.318  -0.006  0.08
C  2.182  -4.471  -4.883  -0.14
C  2.975  -3.681  -3.893  -0.14
O  2.292  -2.443  -3.842  0.04
C  1.009  -2.681  -4.244  -0.52
O  0.100  -1.872  -4.160  0.13
O  0.876  -3.941  -4.750  0.07
H  2.190  -5.542  -4.664  0.14
H  2.523  -4.316  -5.912  0.14
H  2.965  -4.131  -2.895  0.13
H  4.012  -3.539  -4.209  0.14
C  1.928  0.908  -5.400  -0.14
C  1.004  1.472  -4.370  -0.14
O  1.734  2.564  -3.842  0.05
C  2.633  2.940  -4.799  -0.52
O  3.308  3.955  -4.748  0.12
O  2.676  2.034  -5.819  0.07
H  1.391  0.465  -6.243  0.14
H  2.614  0.163  -4.984  0.13
H  0.072  1.847  -4.805  0.14
H  0.765  0.750  -3.585  0.12
C  0.123  6.092  -1.942  -0.13
C  -0.797  6.087  -3.119  -0.14
O  -1.299  4.764  -3.135  0.06
C  -1.180  4.279  -1.864  -0.50
O  -1.669  3.230  -1.479  0.12
O  -0.444  5.122  -1.082  0.07
H  0.166  7.068  -1.451  0.14
H  1.139  5.780  -2.204  0.14
H  -1.636  6.781  -2.997  0.14
H  -0.279  6.317  -4.054  0.14
C  -3.267  2.004  2.030  -0.12
C  -3.262  1.451  0.642  -0.14
O  -3.144  0.056  0.847  0.06
C  -3.615  -0.201  2.102  -0.51
O  -3.818  -1.319  2.546  0.12
O  -3.830  0.955  2.796  0.05
H  -3.870  2.912  2.115  0.14
H  -2.258  2.210  2.402  0.14
H  -4.197  1.652  0.108  0.14
H  -2.426  1.828  0.047  0.10
C  -7.328  -1.275  3.214  -0.13
C  -6.535  -0.485  4.204  -0.13
O  -7.218  0.753  4.255  0.07
C  -8.501  0.516  3.853  -0.50
O  -9.410  1.324  3.937  0.12
O  -8.634  -0.745  3.347  0.06
H  -7.320  -2.346  3.433  0.14
H  -6.986  -1.119  2.185  0.14
H  -6.544  -0.935  5.202  0.14
H  -5.498  -0.343  3.888  0.10
C  -12.528  1.800  3.765  -0.15
C  -12.819  0.353  3.535  -0.14
O  -14.190  0.348  3.186  0.06
C  -14.480  1.591  2.702  -0.52
O  -15.528  1.889  2.152  0.13
O  -13.446  2.457  2.912  0.06
H  -11.499  2.065  3.505  0.11
H  -12.723  2.107  4.798  0.14
H  -12.241  -0.063  2.703  0.14
H  -12.644  -0.254  4.427  0.14

Computed properties:
* HOMO energy: -0.31521 Eh
* net charge: 0
* gap between HOMO and LUMO: 8.50 eV
* relative energy (zero: lowest compared OMol25 entry of this formula, charge and spin): 267.1 kcal per mole

=====

# 3
Density functional theory data (ωB97M-V/def2-TZVPD) for a structure of composition C29H41As4CoS.

Last column: Löwdin spin population.
CARTESIAN COORDINATES (ANGSTROEM)
Co  -0.938  -0.990  -0.473  2.48
C  2.813  -0.904  -1.657  0.01
As  1.317  -1.802  -0.776  0.04
C  1.629  -3.576  -1.522  0.01
C  2.205  -1.867  0.992  0.01
C  1.558  -2.533  2.216  0.00
C  0.968  -3.900  1.834  0.00
C  0.467  -1.664  2.859  0.02
As  -1.209  -1.443  1.855  0.06
C  -1.939  0.121  2.754  0.01
C  -2.353  -2.820  2.613  0.01
C  2.664  -2.784  3.261  0.00
As  3.896  -1.419  4.053  0.00
C  5.054  -1.011  2.512  0.00
C  2.916  0.293  4.018  0.00
H  2.895  0.131  -1.327  0.00
H  2.685  -0.925  -2.737  0.00
H  3.727  -1.435  -1.396  0.00
H  2.627  -3.923  -1.258  0.00
H  1.557  -3.493  -2.606  0.00
H  0.890  -4.300  -1.186  0.00
H  2.425  -0.821  1.221  0.00
H  3.159  -2.361  0.793  0.00
H  0.159  -3.780  1.106  0.00
H  0.566  -4.403  2.715  0.00
H  1.733  -4.543  1.396  0.00
H  0.843  -0.657  3.033  0.00
H  0.196  -2.087  3.830  0.00
H  -1.978  -0.035  3.831  0.00
H  -2.946  0.304  2.379  0.00
H  -1.322  0.991  2.534  0.00
H  -2.306  -2.753  3.698  0.00
H  -2.046  -3.814  2.295  0.00
H  -3.375  -2.647  2.280  0.00
H  3.364  -3.521  2.853  0.00
H  2.207  -3.264  4.131  0.00
H  5.504  -1.922  2.118  0.00
H  5.861  -0.372  2.871  0.00
H  4.537  -0.486  1.709  0.00
H  2.044  0.270  4.670  0.00
H  2.625  0.604  3.014  0.00
H  3.604  1.041  4.414  0.00
S  -3.072  -1.287  -1.076  0.19
C  -3.848  0.295  -1.131  0.02
C  -5.240  0.347  -1.169  0.01
C  -5.894  1.567  -1.208  0.00
C  -5.171  2.752  -1.214  0.01
C  -3.786  2.712  -1.185  0.00
C  -3.120  1.493  -1.147  0.01
As  -1.196  1.325  -1.124  0.04
C  -0.792  0.931  -2.987  0.01
C  0.553  0.822  -3.340  0.01
C  0.916  0.442  -4.622  0.00
C  -0.068  0.159  -5.559  0.00
C  -1.407  0.278  -5.217  0.00
C  -1.772  0.659  -3.933  0.00
C  -0.587  3.163  -0.920  0.02
C  -0.059  3.896  -1.974  0.00
C  0.352  5.205  -1.764  0.00
C  0.239  5.781  -0.508  0.00
C  -0.291  5.050  0.548  0.00
C  -0.697  3.742  0.343  0.00
H  -5.798  -0.581  -1.163  0.00
H  -6.975  1.594  -1.233  0.00
H  -5.682  3.705  -1.242  0.00
H  -3.214  3.632  -1.196  0.00
H  1.314  1.071  -2.608  0.00
H  1.961  0.367  -4.896  0.00
H  0.213  -0.145  -6.559  0.00
H  -2.171  0.072  -5.955  0.00
H  -2.820  0.747  -3.679  0.00
H  0.014  3.457  -2.961  0.00
H  0.758  5.779  -2.587  0.00
H  0.559  6.802  -0.349  0.00
H  -0.383  5.501  1.527  0.00
H  -1.119  3.167  1.161  0.00

Computed properties:
* spin multiplicity: 4
* HOMO energy (alpha / beta): -0.37732 / -0.38486 Eh
* net charge: +1
* gap between HOMO and LUMO (alpha / beta): 8.29 / 6.96 eV
* relative energy (zero: lowest compared OMol25 entry of this formula, charge and spin): 0.0 kcal per mole
* expectation value of S²: 3.771